No. 1
ORCA calculation (ωB97M-V with the def2-TZVPD basis set) on a 2-piece molecular cluster, C6H14O overall.

Calculated values
Total charge   0
Gap between HOMO and LUMO   8.71 eV

XYZ file:
```
21
C6H14O, DFT ωB97M-V with the def2-TZVPD basis set
C 2.5634 -1.2284 -0.2716
O 1.4597 -0.6929 0.4095
C 1.1012 0.5760 -0.0678
C 0.0669 1.2302 0.7412
C -0.5080 2.4373 0.0728
C -1.8599 -0.5445 -0.3398
C -1.6241 -1.5243 0.7895
H 3.4644 -0.6137 -0.1181
H 2.3751 -1.3052 -1.3545
H 2.7383 -2.2273 0.1332
H 0.9396 0.5447 -1.1660
H 1.9307 1.3078 0.0926
H -0.1853 3.3045 0.6625
H -1.5943 2.4114 0.2109
H -0.2861 2.6062 -0.9940
H -1.5460 -0.9988 -1.2834
H -1.3636 0.4233 -0.2959
H -2.9328 -0.3181 -0.3987
H -0.5650 -1.7645 0.9360
H -2.1553 -2.4280 0.4837
H -2.0190 -1.1956 1.7580
```



No. 2
ORCA calculation (ωB97M-V with the def2-TZVPD basis set) on a 2-piece molecular cluster, CH7NOS overall.

Calculated values
Total charge   0
Structure (SMILES)   NCO.S
Gap between HOMO and LUMO   10.61 eV

XYZ file:
```
11
CH7NOS, DFT ωB97M-V with the def2-TZVPD basis set
N 0.2111 1.3143 -1.5564
C -0.3031 0.1606 -0.8792
O -1.7122 -0.0482 -0.9663
H 0.0813 1.2429 -2.5593
H -0.2177 2.1658 -1.2143
H 0.2422 -0.7013 -1.2652
H -0.1218 0.2857 0.1901
H -1.9511 -0.2635 -1.8776
S 0.7310 -1.3514 3.6908
H 1.1312 -0.8622 2.5127
H 1.9091 -1.9426 3.9245
```



No. 3
ORCA calculation (ωB97M-V with the def2-TZVPD basis set) on C21H27NO4P2SY as an isolated structure in a non-equilibrium geometry.

Calculated values
Total charge   +1
Gap between HOMO and LUMO   6.77 eV

XYZ file:
```
57
C21H27NO4P2SY, DFT ωB97M-V with the def2-TZVPD basis set
C 0.3307 -4.1132 1.5353
C 0.1990 -3.0988 0.6283
C -0.9886 -2.2711 0.5965
C -2.0585 -2.6114 1.4598
C -1.8498 -3.6384 2.4377
C -0.6898 -4.3778 2.4774
C -3.2553 -1.9075 1.2917
C -3.4313 -0.9922 0.2458
C -2.3036 -0.7077 -0.5766
C -2.4715 0.1794 -1.7067
C -3.6644 0.8584 -1.9008
C -4.7465 0.6735 -1.0033
C -4.6287 -0.2307 0.0381
H 1.2479 -4.7190 1.5026
H -2.6835 -3.8915 3.1049
H -0.5135 -5.1848 3.1937
H -4.1146 -2.1672 1.9151
H -3.7449 1.5309 -2.7738
H -5.6463 1.2879 -1.1711
H -5.4955 -0.4323 0.6717
N -1.0758 -1.1805 -0.2201
Y 0.5393 0.9332 0.8995
C 1.3882 -2.8244 -0.2688
H 1.0405 -2.6572 -1.3057
H 2.1165 -3.6601 -0.3085
C -1.3026 0.4784 -2.6161
H -0.7392 -0.4289 -2.8520
H -1.5978 0.9764 -3.5536
P 2.2764 -1.2766 0.2794
P -0.1332 1.6113 -1.7462
C -0.9648 3.1939 -1.9980
H -0.3412 3.9888 -1.5865
H -1.1081 3.3451 -3.0698
H -1.9317 3.2078 -1.5019
C 1.2971 1.6674 -2.8869
H 1.0316 2.1833 -3.8182
H 2.1129 2.2178 -2.3896
H 1.6321 0.6475 -3.1173
C 3.0096 -1.8476 1.8088
H 3.8174 -2.5522 1.6122
H 3.4629 -0.9790 2.3150
H 2.2674 -2.3241 2.4444
C 3.6224 -1.1780 -0.9233
H 4.2098 -0.2645 -0.7051
H 4.3007 -2.0503 -0.8168
H 3.2121 -1.1533 -1.9524
C -1.3209 2.3188 1.1287
O -1.7884 3.4270 1.2133
H -1.4117 0.9051 1.6011
C 3.0200 4.5391 1.7836
S 2.8095 2.8081 1.3220
O 4.0305 2.1597 1.0187
O 2.0142 2.0640 2.4214
O 1.7860 2.7866 0.1660
H 3.8653 4.6857 2.4896
H 2.1281 4.9102 2.2636
H 3.2335 5.1347 0.9031
```



No. 4
ORCA calculation (ωB97M-V with the def2-TZVPD basis set) on C6H22HgO7 as an isolated structure in a non-equilibrium geometry.

Calculated values
Total charge   0
Gap between HOMO and LUMO   6.40 eV

XYZ file:
```
36
C6H22HgO7, DFT ωB97M-V with the def2-TZVPD basis set
Hg 0.1780 -0.0513 -0.1459
C 1.1725 4.3341 -1.4862
C 0.2711 3.2047 -1.0005
O 0.9729 2.0081 -0.8737
H 1.9861 4.5108 -0.7839
H 0.5567 5.2361 -1.5265
H 1.6022 4.0351 -2.4439
H -0.6415 3.0727 -1.6039
H -0.0606 3.5257 0.0024
C -0.7533 1.9474 3.3087
C -0.5552 0.4685 2.9069
O 0.5896 0.2229 2.1718
H -1.6625 2.0857 3.8987
H -0.8612 2.5364 2.3963
H 0.1265 2.2558 3.8730
H -1.4797 0.1916 2.3624
H -0.6619 -0.1392 3.8217
C -0.7446 -3.4796 -0.0594
C 0.6140 -3.9137 -0.5985
O 0.9159 -3.3912 -1.8962
O -0.7058 -2.1649 0.5063
H -1.0622 -4.2681 0.6281
H -1.5219 -3.4944 -0.8310
H 0.6712 -5.0035 -0.6037
H 1.3768 -3.5359 0.0819
H 0.7419 -4.0802 -2.5436
H -0.9973 -2.3215 1.4132
O 2.3873 -1.0391 -0.4085
H 3.3218 -0.8049 -0.4202
H 2.3507 -1.9304 -0.7680
O -2.0205 0.6865 -0.2269
H -2.7421 0.1152 0.0628
H -2.4261 1.3063 -0.8455
O -0.2938 -0.5753 -2.4229
H -0.4204 -0.0574 -3.2263
H -0.2244 -1.4929 -2.7191
```



No. 5
ORCA calculation (ωB97M-V with the def2-TZVPD basis set) on a 4-piece molecular cluster, C21H34BF10O8 overall in a non-equilibrium geometry.

Calculated values
Total charge   -1
Gap between HOMO and LUMO   5.44 eV

XYZ file:
```
74
C21H34BF10O8, DFT ωB97M-V with the def2-TZVPD basis set
C -1.9552 2.7590 3.0918
C -3.4014 2.3024 2.4692
C -3.6416 2.8595 0.9114
C -5.1170 2.2865 0.4604
C -2.4673 2.1534 -0.0061
C -1.2200 3.0959 -0.5645
O -0.7619 2.3984 -1.8123
B -1.5945 1.1538 -1.9728
C -0.6148 0.0255 -1.2891
C -1.2948 -1.4484 -1.0645
C -2.6827 -1.4504 -0.1899
F -1.4569 -2.2345 -2.3450
O -2.8480 1.5617 -1.3084
H -1.0871 2.8654 2.3141
H -1.5571 2.0334 3.9511
H -2.0998 3.8288 3.5924
H -3.5663 1.1208 2.4808
H -4.2568 2.7937 3.1310
H -3.5715 4.0322 0.9639
H -5.3104 2.2991 -0.7000
H -5.1799 1.1417 0.7855
H -5.9801 2.9069 0.9542
H -2.1345 1.2579 0.6991
H -0.3200 3.2552 0.1972
H -1.4798 4.2323 -0.8153
H -1.6202 1.0777 -3.1615
H -0.1149 0.4010 -0.2858
H 0.2948 -0.1400 -2.0438
H -0.5068 -2.0830 -0.4304
H -3.0281 -2.5537 0.0085
H -3.5542 -0.9372 -0.8241
H -2.5991 -0.8678 0.8384
C 4.8233 -4.5942 -0.1742
C 4.2917 -4.9217 1.2099
O 3.7192 -3.7574 1.8250
C 2.4649 -3.4086 1.3995
O 1.8342 -4.0266 0.5449
C 1.9564 -2.1844 2.1593
F 2.8789 -1.1816 2.2204
F 1.6313 -2.4799 3.4503
F 0.8397 -1.6361 1.6024
H 5.5319 -3.7613 -0.1253
H 5.3234 -5.4621 -0.6120
H 4.0178 -4.2857 -0.8466
H 5.1197 -5.2459 1.8502
H 3.5650 -5.7421 1.1831
C -8.5756 7.6338 0.6393
C -7.0836 7.5861 0.3618
O -6.3468 7.3545 1.5723
C -6.3279 6.0622 2.0260
O -6.8951 5.1292 1.4622
C -5.4791 5.9449 3.2910
F -5.7692 6.9088 4.2114
F -4.1461 6.0611 3.0275
F -5.6371 4.7522 3.9315
H -8.7986 8.3797 1.4088
H -9.1305 7.8821 -0.2692
H -8.9410 6.6734 1.0140
H -6.7555 8.5552 -0.0304
H -6.8340 6.8317 -0.3935
C 9.7728 -5.7883 -5.1720
C 8.9942 -6.8950 -4.4832
O 9.1199 -6.7952 -3.0563
C 8.3461 -5.8410 -2.4506
O 7.5793 -5.0948 -3.0550
C 8.5413 -5.8675 -0.9354
F 9.8560 -5.9042 -0.5741
F 7.9598 -6.9597 -0.3619
F 8.0082 -4.7806 -0.3092
H 10.8180 -5.7956 -4.8470
H 9.7365 -5.9076 -6.2580
H 9.3699 -4.8031 -4.9204
H 9.4102 -7.8666 -4.7726
H 7.9388 -6.8954 -4.7797
```



No. 6
ORCA calculation (ωB97M-V with the def2-TZVPD basis set) on C8H24BrMnO4 as an isolated structure in a non-equilibrium geometry.

Calculated values
Total charge   +1
⟨S²⟩   8.76
2S+1   6
Gap between HOMO and LUMO (spin up / spin down)   4.74 / 4.82 eV

XYZ file:
```
38
C8H24BrMnO4, DFT ωB97M-V with the def2-TZVPD basis set
Mn 3.3400 -28.4885 26.4534
Br 6.0492 -28.3561 29.2085
C 5.4262 -23.7345 23.0818
C 5.8335 -24.8242 24.0760
O 4.9707 -25.9481 23.8821
H 4.3483 -23.5907 23.1559
H 5.4982 -24.0763 22.0493
H 6.0643 -22.8510 23.0659
H 5.8429 -24.4916 25.1140
H 6.8485 -25.1301 23.8224
H 4.7983 -25.9273 22.9380
C -0.4539 -25.1525 29.2405
C -0.0751 -25.5796 27.7819
O 1.3507 -25.4704 27.5715
H -1.4959 -25.3909 29.4534
H -0.2221 -24.1062 29.4399
H 0.1207 -25.7481 29.9499
H -0.5846 -25.0028 27.0100
H -0.4690 -26.5802 27.6038
H 1.4989 -24.5322 27.7107
C 0.8683 -31.1660 31.3734
C 1.6369 -31.6188 30.0176
O 1.3502 -30.7546 28.9318
H 1.1958 -30.2734 31.9064
H 1.0898 -31.9290 32.1197
H -0.2076 -31.0973 31.2130
H 1.2212 -32.5472 29.6259
H 2.7062 -31.7438 30.1880
H 0.4406 -30.9692 28.7123
C 7.3230 -31.3473 23.5371
C 5.8550 -31.1724 23.2834
O 5.1988 -31.0695 24.5323
H 7.8584 -30.5065 23.9782
H 7.8428 -31.7386 22.6626
H 7.4214 -32.0925 24.3264
H 5.5348 -32.0429 22.7108
H 5.6108 -30.2900 22.6920
H 4.9414 -31.9772 24.7092
```



No. 7
ORCA calculation (ωB97M-V with the def2-TZVPD basis set) on a 5-piece molecular cluster, C33H67Cl8O2 overall in a non-equilibrium geometry.

Calculated values
Total charge   -1
Gap between HOMO and LUMO   3.26 eV

XYZ file:
```
110
C33H67Cl8O2, DFT ωB97M-V with the def2-TZVPD basis set
C -1.4254 6.4586 7.3167
C -1.7222 5.4684 6.1133
C -2.1024 4.0749 6.7402
C -2.3014 3.0045 5.5719
C -3.7719 3.0695 5.0302
C -4.0065 2.2084 3.7035
C -2.9394 1.0348 3.6306
C -3.4020 0.0685 2.4473
C -2.7062 -1.3627 2.5489
C -1.8631 -1.7094 1.2320
C -2.7780 -2.7410 0.4031
C -2.5630 -2.5101 -1.1649
C -1.1196 -2.0185 -1.5775
C -0.7449 -2.6893 -2.9877
C -0.9715 -1.7043 -4.1866
C 0.0629 -0.5039 -4.1792
C -0.5472 0.6177 -5.1256
C 0.1676 2.0066 -4.9575
C -0.0735 2.5231 -3.4832
C 1.3483 2.7060 -2.7869
C 1.2837 3.9825 -1.8673
C 2.7486 4.2467 -1.3349
C 3.3420 2.9446 -0.6741
O 4.5616 3.1997 0.0466
C 4.2116 3.3780 1.4361
C -2.2857 -4.1693 0.8523
C -1.0901 -4.8377 0.0862
C 0.3542 -4.4910 0.6311
C 0.7201 -5.2331 1.9643
O 1.2896 -6.5107 1.6162
C 1.9761 -7.0364 2.7715
H -0.6795 5.9563 7.9745
H -1.0216 7.4157 6.9181
H -2.3787 6.5952 7.8758
H -0.8102 5.3749 5.4761
H -2.5828 5.8381 5.5058
H -1.2752 3.6917 7.3806
H -3.0580 4.0935 7.3111
H -2.0528 2.0180 6.0330
H -1.6229 3.2410 4.7150
H -4.0519 4.1322 4.8048
H -4.4841 2.6648 5.7938
H -5.0038 1.7074 3.7016
H -3.8735 2.8339 2.7879
H -2.9077 0.4326 4.5666
H -1.9392 1.4203 3.3240
H -3.1373 0.6038 1.5032
H -4.5156 0.0007 2.4785
H -2.0724 -1.3400 3.4736
H -3.5350 -2.0908 2.6857
H -0.9140 -2.1709 1.6101
H -1.7342 -0.7348 0.7055
H -3.2989 -1.7145 -1.4487
H -2.8740 -3.4575 -1.6685
H -0.3071 -2.3203 -0.8840
H -1.1258 -0.9090 -1.7022
H -1.2750 -3.6659 -3.0981
H 0.3546 -2.9103 -2.9450
H -2.0119 -1.3088 -4.1801
H -0.7558 -2.2851 -5.1254
H 0.2222 -0.1285 -3.1357
H 1.0598 -0.8157 -4.5709
H -0.4826 0.2000 -6.1600
H -1.6111 0.7401 -4.7965
H -0.3175 2.7180 -5.6702
H 1.2382 1.9316 -5.2548
H -0.6791 3.4606 -3.4425
H -0.6341 1.7462 -2.9158
H 2.1623 2.8273 -3.5362
H 1.5408 1.7625 -2.2224
H 0.9962 4.8449 -2.5200
H 0.5440 3.8541 -1.0406
H 2.7009 5.0626 -0.5716
H 3.4058 4.5467 -2.1857
H 3.5655 2.1495 -1.4226
H 2.5403 2.5600 0.0130
H 3.3332 4.0739 1.4786
H 5.1030 3.8174 1.9347
H 3.9266 2.3867 1.8590
H -2.0269 -4.1550 1.9492
H -3.1722 -4.8635 0.7770
H -1.0586 -4.7003 -1.0171
H -1.1847 -5.9554 0.2411
H 0.5656 -3.4032 0.7063
H 1.0701 -4.8894 -0.1428
H -0.1941 -5.3584 2.5898
H 1.4993 -4.6018 2.4719
H 1.4247 -7.9305 3.1493
H 3.0296 -7.2589 2.4730
H 2.0322 -6.3133 3.6198
C 6.1009 3.2029 -2.7938
Cl 4.9719 2.0833 -3.5671
Cl 6.4326 4.5992 -3.8283
H 5.6674 3.5505 -1.8595
H 7.0325 2.6807 -2.5975
C -1.8910 1.7269 -9.0527
Cl -3.1953 1.6295 -7.8643
Cl -0.3365 2.0534 -8.2784
H -1.8274 0.7813 -9.5831
H -2.1110 2.5291 -9.7509
C 2.5606 -9.1680 -0.1657
Cl 3.6218 -10.3561 0.6052
Cl 2.9809 -8.9463 -1.8686
H 1.5344 -9.5155 -0.0974
H 2.6595 -8.2182 0.3507
C 3.2834 -0.7189 -1.6859
Cl 1.9332 -0.7854 -0.5490
Cl 4.8267 -0.4829 -0.8504
H 3.3230 -1.6522 -2.2401
H 3.1250 0.1113 -2.3702
```



No. 8
ORCA calculation (ωB97M-V with the def2-TZVPD basis set) on C27H58F3N5O9SSn2 as an isolated structure in a non-equilibrium geometry.

Calculated values
Total charge   +6
Gap between HOMO and LUMO   2.33 eV

XYZ file:
```
105
C27H58F3N5O9SSn2, DFT ωB97M-V with the def2-TZVPD basis set
C 4.6635 0.1001 -0.7448
O 5.1114 -0.7516 -1.8067
C 6.0716 -1.6980 -1.2888
C 7.5173 -1.1656 -1.2780
N 7.9267 -0.8262 -2.6797
H 8.1252 -1.7640 -3.0399
H 7.2132 -0.4533 -3.3018
C 9.2568 -0.0162 -2.9090
C 9.0018 1.3863 -2.4301
O 9.0715 1.3955 -1.0176
C 10.3949 1.6388 -0.5686
H 4.0771 0.9245 -1.1412
H 5.4555 0.5049 -0.1072
H 4.1225 -0.5066 -0.0109
H 6.0307 -2.5791 -1.9390
H 5.7217 -2.0522 -0.3171
H 8.2518 -1.8815 -0.9181
H 7.4547 -0.2950 -0.6291
H 9.2731 -0.1184 -3.9949
H 9.8948 -0.6957 -2.3504
H 7.9533 1.6347 -2.6576
H 9.5383 2.2132 -2.8976
H 10.4965 1.6366 0.5161
H 10.9315 2.5417 -0.8713
H 11.0552 0.8099 -0.8617
C -2.6111 3.0731 3.4132
O -3.8884 3.0770 2.7925
C -3.8278 3.1755 1.3888
C -5.2041 2.9216 0.8624
N -5.7590 1.6058 1.3945
H -5.7186 0.9626 0.6164
H -5.1847 1.3697 2.2224
C -7.1464 1.7275 2.0167
C -7.0282 2.2656 3.4133
O -6.1891 1.4074 4.1201
C -5.9582 1.7304 5.4932
H -2.8262 3.1970 4.4748
H -1.9801 3.8924 3.0699
H -2.0941 2.1072 3.4103
H -2.9755 2.5368 1.1137
H -3.4475 4.1578 1.0721
H -5.3479 2.8931 -0.2217
H -5.9337 3.7038 1.0791
H -7.4449 0.6820 2.1210
H -7.8202 2.2720 1.3614
H -8.0337 2.2325 3.8514
H -6.7487 3.3278 3.3882
H -5.4260 0.8996 5.9509
H -6.9037 1.8495 6.0217
H -5.3106 2.6078 5.5387
C -4.2377 -6.3622 0.9960
O -3.2924 -5.3006 0.8529
C -3.1048 -4.8961 -0.4891
C -2.0617 -3.8124 -0.4191
N -2.5988 -2.7246 0.4739
H -3.3649 -2.3368 -0.0781
H -3.0755 -3.1415 1.2895
C -1.5939 -1.6409 0.7444
C -2.0857 -0.6687 1.8071
O -2.6920 -1.3537 2.8578
C -2.9620 -0.5352 4.0068
H -3.8487 -7.3262 0.6765
H -5.1988 -6.1520 0.5109
H -4.5437 -6.3760 2.0407
H -4.1129 -4.6239 -0.8368
H -2.8077 -5.7353 -1.1264
H -1.7737 -3.3973 -1.3839
H -1.1770 -4.2179 0.0712
H -1.3793 -1.1562 -0.2074
H -0.6699 -2.1406 1.0333
H -2.7639 0.0804 1.3687
H -1.1863 -0.1921 2.2161
H -3.4090 -1.1804 4.7584
H -3.6785 0.2415 3.7243
H -2.0526 -0.1292 4.4547
Sn 2.8680 0.2481 -4.3980
Sn -2.7516 0.3886 -3.9824
C 0.3008 2.8894 -0.2766
F 0.3664 4.0040 -0.9467
F 1.3233 2.7803 0.5527
F -0.7716 2.7109 0.5004
S 0.4758 1.3909 -1.4702
O 0.7258 0.2807 -0.5769
O -0.8153 1.2927 -2.2125
O 1.6323 1.6306 -2.3746
N -2.5821 3.4755 -5.6471
C -2.0959 3.4446 -4.3476
C -3.2077 3.7001 -3.5144
C -4.3558 3.8214 -4.3110
C -3.9201 3.6409 -5.6311
H -2.0155 3.2049 -6.4388
H -1.0799 3.2182 -4.0734
H -3.2092 3.8209 -2.4415
H -5.3751 4.0266 -4.0273
H -4.5011 3.6511 -6.5430
N 2.9522 -3.2923 -0.6866
C 3.1072 -2.7773 0.5842
C 3.8621 -3.6666 1.3402
C 4.1193 -4.7608 0.5168
C 3.5448 -4.5233 -0.7373
H 2.3047 -2.8758 -1.3292
H 2.5294 -1.8894 0.7931
H 4.1895 -3.5838 2.3641
H 4.6943 -5.6215 0.8219
H 3.5544 -5.2100 -1.5692
```



No. 9
ORCA calculation (ωB97M-V with the def2-TZVPD basis set) on C8H24ClCoINOP2 as an isolated structure in a non-equilibrium geometry.

Calculated values
Total charge   +2
⟨S²⟩   6.02
2S+1   5
Gap between HOMO and LUMO (spin up / spin down)   9.12 / 6.73 eV

XYZ file:
```
39
C8H24ClCoINOP2, DFT ωB97M-V with the def2-TZVPD basis set
C -0.0001 0.6322 -4.9437
C 0.0035 1.0396 -3.5061
H 0.0049 1.5345 -5.5718
H -0.9018 0.0364 -5.1502
H 0.8955 0.0272 -5.1498
O 0.0111 2.1143 -2.9921
I -0.0081 -0.7948 -2.1337
Co -0.0064 -0.6860 0.2055
P 2.1466 -0.0087 0.5098
C 2.5252 1.2404 1.7971
C 3.0852 -1.4322 1.2111
H 4.1086 -1.4049 0.8194
H 4.2493 0.5817 -0.4948
H 2.5992 -2.3766 0.9439
H 3.1719 -0.2586 -1.6648
H 2.2177 0.8921 2.7897
H 3.1177 -1.3328 2.3037
C 3.2247 0.4929 -0.8730
H 3.6094 1.3951 1.7977
H 2.8782 1.4550 -1.2602
H 2.0166 2.1830 1.5701
P -2.1376 0.0092 0.5155
C -2.5041 1.2675 1.7968
C -3.2211 0.5175 -0.8605
H -2.6234 -2.3488 0.9438
H -4.1290 -1.3675 0.8338
H -3.1162 -1.3065 2.3077
C -3.1001 -1.4008 1.2140
H -3.1786 -0.2290 -1.6560
H -4.2472 0.6130 -0.4861
H -3.5889 1.4156 1.8240
H -2.0075 2.2097 1.5471
H -2.8731 1.4742 -1.2563
H -2.1665 0.9389 2.7850
Cl -0.0230 -2.9626 0.0741
N 0.0011 -0.9604 2.2971
H 0.0592 -1.9850 2.3421
H -0.8643 -0.6959 2.7640
H 0.7716 -0.5190 2.8063
```



> What is the total charge in the eighth record?

+6